C3H6N2O2 in the gas phase, computed with ωB97M-V with the def2-TZVPD basis set.

```
13
C3H6N2O2 (ωB97M-V with the def2-TZVPD basis set)
O 1.578 -0.025 -1.161
C 0.790 0.053 0.004
O 1.641 0.138 1.068
C -0.157 -1.122 0.216
C -1.399 -0.640 0.182
N -1.440 0.774 0.069
N -0.042 1.222 -0.123
H 0.985 0.051 -1.826
H 2.364 -0.503 0.916
H 0.274 -2.156 0.240
H -2.360 -1.169 0.251
H -1.856 1.036 -0.725
H 0.092 2.011 0.629
```

Its energy above the lowest of the compared OMol25 structures with the same formula, charge and spin is 3.454 eV. The energy is -10281.34356 eV. The calculation puts the HOMO energy at -8.7444 eV. The frontier orbital gap is 9.63 eV. Its SMILES is OC1(O)C=CNN1. The calculation puts the LUMO energy at 0.89 eV.

Atom charges from the natural (NBO) analysis, given in e for atoms 1 to 5:
1 O -0.7081
2 C 0.5701
3 O -0.7046
4 C -0.3286
5 C -0.0286